# 1
This record from the Open Molecules 2025 dataset describes a cluster of 7 separate species, C29H72NO7 in total at a distorted geometry. The level of theory is ωB97M-V with the def2-TZVPD basis set.

Element x y z (Å)
C1 3.675 -2.434 2.878
C2 3.512 -1.350 1.807
C3 3.072 0.020 2.374
N1 1.685 0.175 2.661
O1 1.321 -0.815 3.692
C4 0.007 -1.201 3.446
C5 -0.159 -2.088 2.213
H1 4.714 -2.583 3.173
H2 3.341 -3.389 2.464
H3 3.085 -2.241 3.766
H4 4.495 -1.214 1.335
H5 2.856 -1.676 1.003
H6 3.284 0.768 1.605
H7 3.751 0.266 3.230
H8 -0.584 -0.280 3.319
H9 -0.363 -1.725 4.330
H10 -1.154 -1.943 1.785
H11 -0.096 -3.141 2.504
H12 0.614 -1.878 1.484
C6 1.520 -4.005 7.016
C7 1.133 -3.911 5.550
O2 1.599 -5.000 4.766
C8 1.141 -6.279 5.143
C9 -0.371 -6.437 5.095
H13 2.605 -4.069 7.118
H14 1.170 -3.121 7.549
H15 1.088 -4.882 7.505
H16 1.582 -3.018 5.115
H17 0.049 -3.799 5.439
H18 1.524 -6.551 6.135
H19 1.597 -6.970 4.432
H20 -0.874 -5.772 5.797
H21 -0.650 -7.462 5.347
H22 -0.744 -6.208 4.095
C10 -0.326 3.005 4.078
C11 0.473 3.046 2.789
O3 -0.209 3.715 1.718
C12 -0.552 5.063 1.928
C13 0.637 5.974 2.187
H23 -1.287 2.511 3.914
H24 0.231 2.443 4.828
H25 -0.530 4.002 4.483
H26 0.655 2.018 2.459
H27 1.458 3.495 2.955
H28 -1.286 5.152 2.741
H29 -1.058 5.384 1.013
H30 1.169 5.698 3.098
H31 0.304 7.010 2.293
H32 1.345 5.918 1.359
C14 -4.599 0.687 -2.316
C15 -5.006 1.453 -1.068
O4 -4.362 1.029 0.113
C16 -2.940 1.134 0.120
C17 -2.417 2.543 -0.080
H33 -4.787 -0.380 -2.187
H34 -5.169 1.039 -3.179
H35 -3.541 0.811 -2.545
H36 -6.073 1.305 -0.887
H37 -4.859 2.531 -1.217
H38 -2.507 0.451 -0.620
H39 -2.627 0.768 1.097
H40 -2.699 2.951 -1.055
H41 -1.333 2.550 -0.010
H42 -2.812 3.209 0.688
C18 -8.646 2.951 -4.013
C19 -7.198 3.174 -4.417
O5 -6.697 2.202 -5.317
C20 -7.369 2.096 -6.557
C21 -7.357 3.373 -7.381
H43 -8.767 1.963 -3.564
H44 -8.953 3.704 -3.287
H45 -9.325 3.014 -4.865
H46 -6.566 3.108 -3.530
H47 -7.060 4.182 -4.826
H48 -8.396 1.743 -6.409
H49 -6.844 1.310 -7.101
H50 -7.880 4.189 -6.881
H51 -7.845 3.203 -8.341
H52 -6.332 3.698 -7.565
C22 5.159 0.747 -3.115
C23 4.799 1.543 -1.873
O6 5.399 1.061 -0.689
C24 6.808 1.068 -0.638
C25 7.428 2.448 -0.787
H53 4.888 -0.300 -2.966
H54 4.610 1.129 -3.977
H55 6.224 0.791 -3.352
H56 3.726 1.459 -1.699
H57 5.012 2.611 -2.012
H58 7.224 0.376 -1.382
H59 7.060 0.662 0.342
H60 7.210 2.894 -1.759
H61 8.513 2.384 -0.686
H62 7.045 3.120 -0.018
C26 2.197 -3.591 -5.496
C27 3.102 -3.335 -4.302
O7 2.715 -2.232 -3.510
C28 1.427 -2.298 -2.917
C29 1.236 -3.475 -1.978
H63 2.146 -2.705 -6.131
H64 2.582 -4.424 -6.087
H65 1.180 -3.841 -5.192
H66 4.107 -3.098 -4.654
H67 3.191 -4.238 -3.686
H68 0.650 -2.285 -3.691
H69 1.325 -1.371 -2.354
H70 1.321 -4.433 -2.496
H71 0.248 -3.430 -1.521
H72 1.984 -3.455 -1.186

Computed properties:
total charge: -1
gap between HOMO and LUMO: 0.133 Eh
calculated total energy: -47058.090 eV


# 2
This record from the Open Molecules 2025 dataset describes the molecule C3H4O2 at a distorted geometry. The level of theory is ωB97M-V with the def2-TZVPD basis set.

Element x y z (Å)
C1 -0.233 -0.335 0.043
C2 0.305 0.403 1.334
C3 -1.279 1.675 -0.685
O1 -0.340 0.776 -0.917
O2 1.412 0.686 1.655
H1 0.378 -1.133 -0.401
H2 -1.178 -0.644 0.507
H3 -0.600 0.651 1.966
H4 -1.106 2.266 -1.578

Computed properties:
total charge: 0
gap between HOMO and LUMO: 0.349 Eh
calculated total energy: -7266.333 eV


# 3
This record from the Open Molecules 2025 dataset describes a structure of composition C45H53ClF2GaN3O at a distorted geometry. The level of theory is ωB97M-V with the def2-TZVPD basis set.

Element x y z (Å)
Ga1 0.245 -0.096 -0.400
C1 4.687 0.027 -2.094
C2 4.179 0.371 -0.686
C3 5.180 1.334 -0.031
C4 3.959 -0.822 0.220
C5 4.954 -1.791 0.281
C6 4.881 -2.836 1.179
C7 3.806 -2.915 2.039
C8 2.772 -1.992 1.988
C9 1.629 -2.141 2.969
C10 1.081 -3.570 3.006
C11 2.088 -1.740 4.376
C12 2.830 -0.938 1.054
N1 1.758 -0.007 1.005
C13 1.658 0.844 2.058
C14 2.719 1.159 2.929
C15 2.555 2.053 3.966
C16 1.333 2.667 4.201
C17 0.255 2.371 3.378
C18 0.446 1.487 2.344
F1 -0.631 1.128 1.540
H1 4.532 0.888 -2.744
H2 4.162 -0.823 -2.522
H3 5.752 -0.194 -2.088
H4 3.226 0.901 -0.791
H5 6.143 0.849 0.119
H6 4.813 1.674 0.935
H7 5.338 2.198 -0.676
H8 5.807 -1.716 -0.376
H9 5.666 -3.578 1.219
H10 3.778 -3.716 2.762
H11 0.820 -1.474 2.659
H12 1.810 -4.255 3.432
H13 0.822 -3.909 2.005
H14 0.190 -3.605 3.632
H15 2.934 -2.354 4.683
H16 1.284 -1.881 5.097
H17 2.389 -0.696 4.401
H18 3.672 0.675 2.778
H19 3.399 2.276 4.604
H20 1.218 3.367 5.013
H21 -0.716 2.818 3.538
C19 2.453 3.790 0.196
C20 1.570 3.158 -0.883
C21 2.157 3.415 -2.273
C22 0.153 3.659 -0.786
C23 -0.065 5.023 -0.654
C24 -1.337 5.534 -0.520
C25 -2.408 4.666 -0.457
C26 -2.238 3.298 -0.606
C27 -3.463 2.415 -0.503
C28 -4.166 2.630 0.843
C29 -4.438 2.690 -1.652
C30 -0.944 2.786 -0.838
N2 -0.798 1.421 -1.196
C31 -1.434 1.116 -2.378
C32 -1.596 2.039 -3.427
C33 -2.321 1.723 -4.558
C34 -2.916 0.478 -4.702
C35 -2.745 -0.469 -3.707
C36 -1.996 -0.143 -2.603
F2 -1.838 -1.078 -1.596
H22 3.450 3.364 0.166
H23 2.033 3.617 1.185
H24 2.554 4.864 0.056
H25 1.548 2.072 -0.706
H26 2.149 4.480 -2.493
H27 1.580 2.904 -3.042
H28 3.186 3.064 -2.322
H29 0.774 5.700 -0.685
H30 -1.491 6.599 -0.437
H31 -3.399 5.068 -0.309
H32 -3.150 1.366 -0.544
H33 -4.499 3.659 0.958
H34 -3.490 2.393 1.661
H35 -5.040 1.985 0.914
H36 -4.838 3.699 -1.576
H37 -5.271 1.989 -1.624
H38 -3.938 2.588 -2.610
H39 -1.160 3.022 -3.319
H40 -2.451 2.474 -5.327
H41 -3.502 0.245 -5.576
H42 -3.188 -1.448 -3.783
C37 -1.923 -3.675 0.376
C38 -1.523 -2.424 1.105
N3 -2.118 -2.221 2.286
O1 -0.698 -1.623 0.675
H43 -1.839 -4.554 1.011
H44 -1.301 -3.798 -0.505
H45 -2.960 -3.570 0.063
H46 -2.799 -2.863 2.654
H47 -1.955 -1.350 2.769
Cl1 -0.201 -1.773 -4.753
C39 0.224 -2.877 -3.476
C40 -0.014 -4.223 -3.701
C41 0.396 -5.161 -2.772
C42 1.032 -4.741 -1.614
C43 1.230 -3.396 -1.385
C44 0.838 -2.425 -2.308
C45 1.142 -1.006 -2.042
H48 -0.492 -4.534 -4.618
H49 0.237 -6.211 -2.962
H50 1.395 -5.460 -0.896
H51 1.716 -3.061 -0.479
H52 0.924 -0.387 -2.914
H53 2.203 -0.926 -1.821

Computed properties:
total charge: 0
gap between HOMO and LUMO: 0.276 Eh
calculated total energy: -124379.845 eV